Formula: C11H22F15O20Pt3S5
Source: OMol25
Level of theory: ωB97M-V/def2-TZVPD

## Properties
Multiplicity = 7
Total charge = +1
LUMO (spin up / spin down) = -4.077 / -6.002 eV
HOMO energy (spin up / spin down) = -11.9 / -11.9 eV
ΔE to the lowest compared entry with this formula, charge and spin = 0.0 kJ/mol

CARTESIAN COORDINATES (ANGSTROEM)
Pt -3.546 -1.677 1.052
Pt 0.317 0.624 3.684
Pt -2.311 3.276 -0.240
C -2.634 -1.990 5.219
F -3.496 -1.068 4.782
F -1.884 -1.501 6.212
F -3.306 -3.037 5.680
S -1.481 -2.423 3.776
O -0.427 -1.401 3.791
O -0.999 -3.766 3.980
O -2.319 -2.354 2.578
C -4.172 2.230 3.917
F -5.424 2.132 3.564
F -3.775 3.484 3.886
F -3.908 1.751 5.118
S -3.137 1.240 2.643
O -3.948 0.061 2.298
O -2.965 2.170 1.534
O -1.891 0.851 3.253
C -3.916 -0.229 -2.958
F -3.015 -1.141 -2.598
F -3.368 0.644 -3.779
F -4.921 -0.851 -3.532
S -4.520 0.666 -1.411
O -4.455 -0.316 -0.328
O -3.540 1.721 -1.180
O -5.853 1.148 -1.708
C 0.510 -0.557 -1.007
F -0.083 -0.721 -2.181
F 0.923 -1.721 -0.552
F 1.549 0.224 -1.234
S -0.592 0.192 0.239
O -0.878 1.507 -0.319
O -1.788 -0.630 0.417
O 0.187 0.262 1.470
C -0.205 5.040 3.549
F 0.404 4.757 4.681
F -1.487 4.887 3.708
F 0.121 6.249 3.194
S 0.406 3.838 2.229
O 0.478 2.519 2.884
O -0.629 3.869 1.196
O 1.694 4.311 1.809
O -1.527 3.391 -2.287
H -0.759 2.803 -2.352
H -1.583 3.850 -3.137
O 2.543 0.493 3.092
H 3.145 0.343 3.833
H 3.109 0.577 2.308
O 2.995 2.523 0.132
H 2.723 2.816 -0.742
H 2.605 3.175 0.752
C 3.861 -0.086 -3.884
C 4.519 0.920 -4.807
C 5.114 2.156 -4.145
O 5.622 0.302 -5.496
H 3.153 0.444 -3.236
H 4.595 -0.663 -3.327
H 3.161 -0.722 -4.430
H 3.861 1.208 -5.627
H 5.757 1.915 -3.298
H 4.340 2.796 -3.681
H 5.516 2.904 -4.826
H 6.241 -0.129 -4.901
C 2.197 -4.586 -1.752
C 0.812 -5.247 -1.739
C 0.922 -6.779 -1.711
O 0.015 -4.815 -0.639
H 2.064 -3.535 -2.034
H 2.919 -5.071 -2.399
H 2.612 -4.493 -0.741
H 0.307 -4.994 -2.676
H 0.960 -7.237 -0.728
H 1.770 -7.146 -2.302
H 0.140 -7.205 -2.350
H 0.578 -4.177 -0.188

Formula: C11H22N2
Source: OMol25
Level of theory: ωB97M-V/def2-TZVPD

## Properties
Multiplicity = 1
Total charge = +2
LUMO = -7.260 eV
HOMO energy = -15.2 eV
ΔE to the lowest compared entry with this formula, charge and spin = 41.0 kJ/mol

CARTESIAN COORDINATES (ANGSTROEM)
C 2.336 -7.436 -0.743
C 2.649 -6.105 -0.689
C 4.137 -7.238 0.423
C -5.955 8.379 0.458
C -5.601 8.153 -2.066
C -5.696 6.122 -0.465
C 5.006 -3.909 -0.606
C 3.488 -4.279 1.577
C 5.900 -5.068 1.356
C -5.638 7.540 -0.741
C 4.590 -4.840 0.517
N 3.214 -8.053 0.084
N 3.884 -6.010 -0.028
H 1.447 -7.838 -1.240
H 2.310 -5.290 -1.268
H 5.006 -7.530 1.015
H -6.488 9.306 0.295
H -6.454 7.926 1.228
H -4.937 8.668 0.721
H -6.443 7.860 -2.612
H -4.854 7.687 -2.667
H -5.698 9.204 -2.111
H -6.656 5.772 -0.682
H -5.150 5.678 -1.409
H -5.428 5.735 0.528
H 5.611 -4.432 -1.416
H 4.198 -3.377 -1.003
H 5.620 -3.131 -0.122
H 3.138 -5.094 2.140
H 2.758 -3.918 0.922
H 3.853 -3.454 2.178
H 5.837 -6.106 1.913
H 6.838 -4.986 0.656
H 6.055 -4.266 2.078
H 3.391 -9.077 0.196

Formula: C11H22N2O3
Source: OMol25
Level of theory: ωB97M-V/def2-TZVPD

## Properties
Multiplicity = 1
Total charge = 0
LUMO = 0.346 eV
HOMO energy = -9.3 eV
ΔE to the lowest compared entry with this formula, charge and spin = 1158.9 kJ/mol

CARTESIAN COORDINATES (ANGSTROEM)
C -1.489 0.516 -0.132
C -0.052 0.157 0.505
C -2.587 -0.418 0.433
C -3.046 0.271 1.841
C -3.948 -0.480 -0.370
C -4.408 0.909 -0.295
C 2.391 0.244 0.150
C 2.943 1.751 0.284
C 3.336 -1.009 -0.452
C 4.683 -1.146 0.102
C 2.448 -2.287 -0.218
H -1.755 1.337 -2.252
H -1.796 -0.505 -2.267
H -1.755 1.696 0.153
H -2.212 -1.513 0.640
H -2.223 -0.065 2.584
H -4.300 0.313 2.068
H -2.767 1.507 1.787
H -4.540 -1.432 -0.151
H -3.768 -0.534 -1.579
H -4.746 1.340 0.669
H -3.940 1.928 -0.805
H -5.241 0.662 -1.045
H 0.787 0.497 -1.388
H 2.339 -0.076 1.212
H 3.607 -0.826 -1.581
H 4.925 -1.004 1.353
H 5.117 -2.298 -0.291
H 5.324 -0.137 -0.255
H 1.131 -2.036 -0.187
H 2.556 -2.985 -1.282
H 2.863 -2.761 0.920
H 3.676 3.627 -0.377
N -1.237 0.388 -1.626
N 1.006 0.228 -0.379
O 0.083 -0.441 1.621
O 3.574 1.817 1.365
O 3.023 2.764 -0.754

Formula: C11H22N4O4STi
Source: OMol25
Level of theory: ωB97M-V/def2-TZVPD

## Properties
Multiplicity = 1
Total charge = +4
LUMO = -16.470 eV
HOMO energy = -22.9 eV
ΔE to the lowest compared entry with this formula, charge and spin = 0.0 kJ/mol

CARTESIAN COORDINATES (ANGSTROEM)
Ti -0.150 0.031 0.000
C -1.071 2.486 -1.288
C -0.296 1.784 -2.411
O 0.193 0.465 -1.904
C 1.545 0.013 -2.363
C 2.520 0.334 -1.259
O 1.873 -0.134 0.000
C 2.520 0.335 1.260
C 1.545 0.014 2.363
O 0.194 0.466 1.904
C -0.296 1.785 2.411
C -1.071 2.486 1.288
O -0.544 1.926 0.000
H -0.863 3.556 -1.277
H -2.144 2.296 -1.294
H -0.941 1.578 -3.265
H 0.589 2.340 -2.714
H 1.436 -1.051 -2.568
H 1.778 0.529 -3.295
H 3.468 -0.193 -1.380
H 2.691 1.406 -1.141
H 3.468 -0.193 1.380
H 2.692 1.406 1.141
H 1.436 -1.050 2.568
H 1.778 0.530 3.295
H -0.940 1.579 3.266
H 0.589 2.341 2.714
H -2.144 2.296 1.294
H -0.862 3.557 1.277
C -0.933 -5.449 0.000
C -1.819 -4.265 0.000
N -3.118 -4.261 0.000
N -3.512 -2.967 0.000
C -2.491 -2.142 0.000
S -2.418 -0.407 0.000
N -1.397 -2.927 0.000
N -0.110 -2.351 0.000
H -1.561 -6.340 0.000
H -0.309 -5.473 0.896
H -0.309 -5.473 -0.896
H -4.510 -2.755 0.001
H 0.395 -2.713 0.816
H 0.394 -2.712 -0.817

| no. | molecular weight (g mol⁻¹) |
| --- | --- |
| 1 | 1504.816 |
| 2 | 182.311 |
| 3 | 230.308 |
| 4 | 354.255 |